[1]
C32H32GeNO3PdS2 | ωB97M-V/def2-TZVPD

Each line ends with the Mulliken spin population.
Atoms and positions in Å:
Pd: -0.713 0.007 0.685  0.50
C: 4.560 1.977 2.574  0.01
C: 4.970 0.875 1.819  0.00
C: 4.063 0.258 0.970  0.00
C: 2.737 0.723 0.874  0.05
C: 2.373 1.874 1.598  0.02
C: 3.273 2.483 2.446  -0.01
Ge: 1.447 -0.107 -0.372  0.20
C: 1.666 0.990 -2.038  0.00
C: 2.827 1.801 -2.290  0.00
C: 3.105 2.293 -3.566  0.00
C: 2.236 1.974 -4.622  0.00
C: 1.064 1.277 -4.391  0.00
C: 0.807 0.771 -3.104  0.00
C: 2.175 -1.913 -0.742  0.07
C: 2.769 -2.342 -1.949  0.00
C: 3.381 -3.566 -2.066  0.00
C: 3.375 -4.454 -0.978  0.01
C: 2.647 -4.140 0.162  0.00
C: 2.080 -2.878 0.273  0.03
H: 5.279 2.444 3.241  0.00
H: 5.999 0.512 1.908  0.00
H: 4.386 -0.583 0.378  0.00
H: 1.402 2.350 1.470  -0.01
H: 2.979 3.369 2.988  0.00
H: 3.472 2.062 -1.428  0.00
H: 3.998 2.927 -3.723  0.00
H: 2.472 2.321 -5.640  0.00
H: 0.341 1.107 -5.169  0.00
H: -0.063 0.140 -2.955  -0.01
H: 2.827 -1.678 -2.814  0.00
H: 3.915 -3.827 -2.990  0.00
H: 3.915 -5.406 -1.001  0.00
H: 2.512 -4.867 0.952  0.00
H: 1.629 -2.592 1.208  0.01
O: -1.376 -1.977 -2.101  0.00
S: -1.885 -1.566 -0.771  0.01
C: -2.267 -3.115 0.080  0.01
C: -3.785 -3.255 0.063  0.00
C: -4.501 -2.140 -0.726  0.01
C: -3.550 -0.911 -0.860  0.02
H: -1.905 -2.978 1.118  0.00
H: -1.678 -3.916 -0.399  0.00
H: -4.086 -3.126 1.119  0.00
H: -4.091 -4.266 -0.289  0.00
H: -5.405 -1.871 -0.174  0.00
H: -4.816 -2.488 -1.732  0.00
H: -3.669 -0.226 0.000  0.00
H: -3.665 -0.312 -1.767  0.00
O: 0.715 -1.524 3.108  0.00
C: -0.417 -1.162 3.471  0.01
C: -0.697 -0.508 4.846  0.00
C: -2.150 -0.070 4.715  0.00
C: -2.618 -0.817 3.434  0.00
O: -3.802 -0.967 3.124  0.00
N: -1.526 -1.229 2.654  0.00
H: 0.030 0.304 5.014  0.00
H: -0.517 -1.207 5.687  0.00
H: -2.289 1.018 4.552  0.00
H: -2.822 -0.391 5.507  0.00
S: -1.442 2.103 1.435  0.09
C: -2.121 2.949 0.114  -0.02
C: -3.390 3.579 0.257  0.00
C: -4.061 4.118 -0.834  0.00
C: -3.469 4.072 -2.096  0.00
C: -2.152 3.633 -2.220  0.00
C: -1.494 3.057 -1.143  0.00
H: -3.824 3.609 1.244  0.00
H: -5.029 4.597 -0.718  0.00
H: -4.052 4.342 -2.978  0.00
H: -1.638 3.740 -3.187  0.00
H: -0.461 2.723 -1.258  0.00

Summary:
* molecular weight: 721.78 g/mol
* E_tot: -123003.5115 eV
* total charge: -2
* relative energy (zero: lowest compared OMol25 entry of this formula, charge and spin): 0.000 eV
* multiplicity: 2
* orbital gap (alpha / beta): 4.83 / 5.69 eV

***

[2]
C5H7N | ωB97M-V/def2-TZVPD

Each line ends with the Mulliken charge.
Atoms and positions in Å:
N: -2.294 0.713 0.998  -0.53
C: -1.207 0.574 0.470  0.42
C: -0.165 1.116 -0.495  -0.32
C: 0.490 -0.121 -1.028  -0.16
C: -0.931 -0.838 1.386  -0.51
C: 1.768 -0.416 -0.853  -0.67
H: 0.545 1.718 0.087  0.24
H: -0.520 1.761 -1.316  0.28
H: -0.193 -0.832 -1.494  0.32
H: -1.514 -1.787 1.330  0.22
H: -0.593 -0.797 2.445  0.22
H: 2.433 0.266 -0.329  0.23
H: 2.179 -1.356 -1.200  0.26

Summary:
* molecular weight: 81.12 g/mol
* E_tot: -6783.9494 eV
* relative energy (zero: lowest compared OMol25 entry of this formula, charge and spin): 4.563 eV
* multiplicity: 1
* orbital gap: 9.19 eV

***

[3]
C10H9CsN2O5SSe | ωB97M-V/def2-TZVPD

Each line ends with the Mulliken charge.
Atoms and positions in Å:
Cs: -0.416 -1.200 -0.486  1.18
O: -1.432 -4.180 2.558  -0.76
C: -0.684 -3.536 1.805  0.26
O: -0.598 -3.543 0.555  -0.79
C: 0.253 -2.514 2.521  0.56
C: 0.263 -2.467 3.912  -0.38
C: 1.047 -1.512 4.535  -0.30
C: 1.762 -0.609 3.767  -0.41
C: 1.670 -0.691 2.381  0.39
N: 0.960 -1.652 1.779  -0.61
C: 2.318 0.403 1.503  0.04
O: 3.431 0.803 1.888  -0.75
O: 1.596 0.766 0.544  -0.63
H: -0.357 -3.177 4.440  0.45
H: 1.085 -1.459 5.620  0.37
H: 2.388 0.163 4.193  0.43
Se: 0.046 -0.024 -8.432  -0.51
C: -0.069 -0.330 -6.546  0.04
N: -0.150 -0.500 -5.402  -0.59
C: -1.495 3.510 -1.190  -1.04
S: -0.785 1.914 -1.512  0.73
C: -1.007 1.867 -3.272  -0.74
O: -1.810 0.926 -0.948  -0.77
H: -2.501 3.551 -1.611  0.28
H: -0.857 4.288 -1.614  0.35
H: -1.533 3.636 -0.109  0.33
H: -0.461 2.700 -3.719  0.35
H: -2.072 1.931 -3.502  0.33
H: -0.594 0.935 -3.659  0.20

Summary:
* molecular weight: 481.12 g/mol
* E_tot: -100465.6397 eV
* total charge: -2
* relative energy (zero: lowest compared OMol25 entry of this formula, charge and spin): 1.130 eV
* multiplicity: 1
* orbital gap: 6.34 eV

***

[4]
C15H24N2O5 | ωB97M-V/def2-TZVPD

Each line ends with the Mulliken charge.
Atoms and positions in Å:
N: 0.039 2.642 0.775  -0.78
C: 1.297 2.147 0.251  0.05
C: 1.386 0.624 0.491  1.05
C: 2.768 0.029 0.332  -1.18
C: 3.093 -0.803 -0.747  0.58
C: 4.362 -1.346 -0.888  -0.80
C: 5.346 -1.062 0.058  0.98
O: 6.572 -1.619 -0.126  -0.55
C: 5.047 -0.233 1.138  -0.77
C: 3.771 0.302 1.267  -0.35
C: 1.490 2.503 -1.233  0.55
O: 0.635 3.040 -1.890  -0.58
O: 2.680 2.195 -1.782  -0.55
H: 0.000 3.647 0.634  0.31
H: -0.711 2.278 0.188  0.19
H: 2.112 2.626 0.813  0.63
H: 0.682 0.115 -0.179  -1.36
H: 1.023 0.462 1.511  0.53
H: 2.333 -1.028 -1.492  0.39
H: 4.610 -1.990 -1.726  0.42
H: 7.156 -1.350 0.594  0.27
H: 5.808 -0.010 1.880  0.28
H: 3.547 0.937 2.121  0.42
H: 3.226 1.699 -1.150  0.40
C: -5.178 0.910 0.815  -1.33
C: -4.160 0.428 -0.216  -0.34
C: -3.473 -0.891 0.168  0.56
C: -2.666 -0.772 1.464  -1.59
C: -2.621 -1.453 -0.989  0.42
N: -2.294 -2.882 -0.881  -0.84
C: -1.310 -0.675 -1.226  -0.40
O: -1.204 0.519 -1.089  -0.54
O: -0.299 -1.440 -1.640  -0.43
H: -5.921 0.133 1.038  0.31
H: -5.719 1.788 0.445  0.40
H: -4.699 1.196 1.758  0.31
H: -3.393 1.189 -0.385  0.13
H: -4.672 0.284 -1.178  0.39
H: -4.269 -1.639 0.326  0.33
H: -3.317 -0.539 2.312  0.46
H: -2.144 -1.705 1.714  0.41
H: -1.916 0.021 1.376  0.27
H: -3.188 -1.333 -1.921  0.42
H: -3.074 -3.456 -1.184  0.28
H: -2.104 -3.129 0.087  0.22
H: -0.652 -2.360 -1.634  0.43

Summary:
* molecular weight: 312.37 g/mol
* E_tot: -29163.4950 eV
* relative energy (zero: lowest compared OMol25 entry of this formula, charge and spin): 0.000 eV
* multiplicity: 1
* orbital gap: 9.06 eV
* SMILES: N[C@@H](Cc1ccc(O)cc1)C(=O)O.CC[C@H](C)[C@H](N)C(=O)O

***

[5]
C52H61KN6O6S | ωB97M-V/def2-TZVPD

Each line ends with the Mulliken charge.
Atoms and positions in Å:
K: 0.024 0.349 0.193  2.39
C: -3.212 -0.080 6.223  -1.10
C: -3.724 0.116 4.792  -1.27
C: -2.897 -0.601 3.772  0.98
C: -3.172 -1.765 3.128  0.55
C: -4.362 -2.657 3.296  -1.07
C: -4.131 -3.764 4.330  -1.20
C: -2.044 -2.000 2.215  -0.06
C: -1.912 -3.105 1.374  -0.58
C: -0.872 -3.368 0.457  0.50
C: -0.732 -4.604 -0.309  0.68
C: -1.630 -5.800 -0.228  -1.22
C: -1.178 -6.807 0.835  -1.22
C: 0.402 -4.458 -1.058  0.32
C: 0.924 -3.132 -0.739  0.34
C: 2.070 -2.562 -1.323  -0.77
C: 2.676 -1.345 -0.994  0.17
N: 2.355 -0.610 0.094  -1.05
C: 3.126 0.489 0.077  0.66
C: 3.056 1.538 1.016  -0.19
C: 2.103 1.744 2.018  0.15
N: 1.091 0.897 2.324  -1.11
C: 0.287 1.524 3.203  0.20
C: -0.949 1.034 3.655  -0.84
C: -1.602 -0.149 3.251  0.04
N: -1.140 -1.000 2.318  -0.25
C: 0.839 2.850 3.535  0.54
C: 1.971 2.984 2.796  0.58
C: 2.830 4.202 2.644  -1.25
C: 2.328 5.104 1.510  -0.77
C: 0.248 3.829 4.503  -0.77
C: 0.486 3.427 5.962  -1.41
C: 4.007 0.476 -1.099  0.51
C: 3.729 -0.675 -1.767  0.75
C: 4.318 -1.174 -3.051  -0.97
C: 5.436 -2.199 -2.830  -1.25
C: 4.952 1.569 -1.485  -1.00
C: 6.271 1.524 -0.705  -1.34
N: 0.125 -2.514 0.160  -0.24
C: 1.025 -5.441 -2.001  -1.22
C: 2.271 -6.119 -1.422  -1.23
H: -3.812 0.482 6.944  0.39
H: -2.176 0.252 6.305  0.21
H: -3.241 -1.136 6.500  0.25
H: -3.737 1.185 4.558  0.30
H: -4.761 -0.227 4.730  0.35
H: -4.614 -3.115 2.335  0.29
H: -5.230 -2.060 3.593  0.53
H: -3.264 -4.367 4.053  0.25
H: -4.998 -4.425 4.418  0.41
H: -3.927 -3.330 5.312  0.22
H: -2.688 -3.862 1.450  0.21
H: -1.674 -6.296 -1.203  0.54
H: -2.649 -5.476 0.000  0.35
H: -0.177 -7.180 0.607  0.21
H: -1.858 -7.662 0.896  0.41
H: -1.135 -6.328 1.815  0.25
H: 2.512 -3.113 -2.149  0.15
H: 3.764 2.346 0.864  0.13
H: -1.484 1.662 4.362  0.34
H: 3.861 3.900 2.438  0.46
H: 2.850 4.762 3.584  0.48
H: 2.247 4.537 0.580  -0.04
H: 2.995 5.956 1.349  0.40
H: 1.330 5.484 1.738  0.22
H: -0.827 3.922 4.322  0.31
H: 0.674 4.820 4.324  0.58
H: 0.084 2.431 6.157  0.21
H: 0.016 4.131 6.655  0.44
H: 1.557 3.395 6.177  0.31
H: 4.710 -0.331 -3.626  0.48
H: 3.529 -1.624 -3.660  0.23
H: 6.261 -1.751 -2.272  0.26
H: 5.827 -2.580 -3.778  0.41
H: 5.069 -3.046 -2.245  0.21
H: 4.463 2.534 -1.320  0.13
H: 5.164 1.508 -2.556  0.52
H: 6.086 1.601 0.368  0.28
H: 6.939 2.340 -0.998  0.42
H: 6.787 0.578 -0.881  0.26
H: 1.298 -4.933 -2.932  0.33
H: 0.290 -6.206 -2.267  0.37
H: 3.017 -5.374 -1.142  0.23
H: 2.724 -6.809 -2.141  0.41
H: 2.017 -6.681 -0.520  0.26
O: -0.542 4.325 -1.431  -0.97
S: 0.080 3.050 -1.787  0.80
O: 1.190 2.640 -0.943  -0.05
N: -0.913 1.857 -1.891  1.03
C: -2.108 1.970 -2.567  -0.13
C: -2.453 2.945 -3.488  -0.73
C: -3.698 2.943 -4.146  -1.06
C: -4.637 1.985 -3.904  -0.99
C: -4.351 0.980 -2.947  1.28
C: -5.296 -0.013 -2.599  -0.91
C: -5.010 -0.916 -1.622  -1.22
C: -3.748 -0.844 -0.994  0.05
N: -2.832 0.033 -1.315  0.82
C: -3.108 0.961 -2.278  -0.50
C: 0.819 3.338 -3.381  -0.29
C: 1.130 2.245 -4.182  -0.64
C: 1.765 2.461 -5.397  -0.61
C: 2.084 3.750 -5.805  -0.43
C: 1.767 4.834 -4.996  -0.66
C: 1.130 4.631 -3.778  -0.29
H: -1.756 3.742 -3.706  0.48
H: -3.908 3.734 -4.858  0.38
H: -5.597 1.988 -4.408  0.35
H: -6.249 -0.032 -3.117  0.34
H: -5.718 -1.680 -1.329  0.46
H: -3.485 -1.542 -0.203  0.22
H: 0.870 1.240 -3.865  0.53
H: 2.007 1.612 -6.026  0.46
H: 2.577 3.911 -6.757  0.37
H: 2.015 5.840 -5.315  0.38
H: 0.867 5.457 -3.130  0.42
O: -1.480 4.208 1.390  -0.72
H: -0.713 3.726 1.734  0.09
H: -1.253 4.345 0.453  0.36
O: -1.610 -2.428 -2.715  -0.89
H: -1.809 -1.756 -2.043  0.25
H: -1.087 -3.084 -2.225  0.45
O: 0.699 -0.972 -3.781  -0.68
H: 1.159 -1.023 -2.929  0.10
H: -0.139 -1.432 -3.591  0.39
O: -3.496 1.703 1.262  -0.32
C: -2.371 1.621 1.196  0.13

Summary:
* molecular weight: 937.26 g/mol
* E_tot: -103304.5019 eV
* total charge: -2
* relative energy (zero: lowest compared OMol25 entry of this formula, charge and spin): 0.059 eV
* multiplicity: 1
* orbital gap: 5.27 eV

***

[6]
C32H38N2O2PPdS | ωB97M-V/def2-TZVPD

Each line ends with the Mulliken charge.
Atoms and positions in Å:
Pd: -0.638 0.698 0.350  0.34
C: 2.399 -0.478 -2.694  -1.48
C: 1.852 0.268 -1.515  0.25
O: 0.702 -0.010 -1.099  -0.62
N: 2.639 1.180 -0.955  0.09
C: 2.298 1.960 0.235  -0.88
C: 1.289 3.028 -0.103  0.95
C: 1.697 4.298 -0.478  -1.01
C: 0.765 5.214 -0.938  -0.49
C: -0.561 4.818 -1.035  -1.04
C: -0.898 3.546 -0.622  -0.32
N: -0.007 2.671 -0.135  0.45
H: 1.635 -1.133 -3.101  0.37
H: 3.260 -1.074 -2.388  0.37
H: 2.729 0.217 -3.467  0.42
H: 3.540 1.334 -1.383  0.33
H: 3.217 2.412 0.601  0.65
H: 1.944 1.272 1.005  -0.18
H: 2.745 4.558 -0.421  0.54
H: 1.070 6.207 -1.237  0.47
H: -1.321 5.481 -1.424  0.50
H: -1.919 3.200 -0.687  0.60
C: -7.260 -2.441 -1.991  -0.40
C: -7.375 -1.379 -1.091  -0.84
C: -6.248 -0.853 -0.505  -0.38
C: -4.987 -1.429 -0.807  0.60
C: -4.878 -2.507 -1.720  -0.28
C: -6.019 -2.998 -2.310  -0.83
P: -3.585 -0.834 -0.029  0.90
C: -3.535 0.820 0.494  1.20
C: -4.321 1.813 -0.122  -0.49
C: -4.347 3.077 0.430  -0.95
C: -3.561 3.379 1.547  -0.71
C: -2.756 2.416 2.135  -0.55
C: -2.751 1.115 1.638  -1.30
C: -2.292 -1.827 0.412  0.97
C: -2.496 -3.239 0.512  -0.91
C: -1.431 -4.034 0.819  -0.98
C: -0.167 -3.448 1.000  -0.54
C: 0.040 -2.075 0.893  -0.44
C: -1.011 -1.224 0.611  0.44
H: -8.153 -2.839 -2.455  0.45
H: -8.349 -0.974 -0.852  0.45
H: -6.333 -0.042 0.206  0.50
H: -3.910 -2.918 -1.975  0.56
H: -5.956 -3.807 -3.023  0.46
H: -4.901 1.591 -1.009  0.69
H: -4.972 3.841 -0.014  0.45
H: -3.593 4.377 1.967  0.51
H: -2.180 2.655 3.019  0.50
H: -2.345 0.306 2.234  1.23
H: -3.487 -3.658 0.389  0.66
H: -1.555 -5.102 0.932  0.50
H: 0.675 -4.085 1.242  0.51
H: 1.026 -1.668 1.070  0.53
C: 2.810 1.376 5.503  -1.42
C: 2.577 2.153 4.212  -0.26
C: 1.118 2.257 3.769  -1.16
S: 0.469 0.705 3.076  0.89
O: 1.622 -0.121 2.605  -0.75
C: -0.217 -0.050 4.559  -1.22
C: -0.675 -1.479 4.301  0.34
C: -1.228 -2.115 5.572  -1.58
H: 3.802 1.592 5.895  0.42
H: 2.759 0.299 5.339  0.34
H: 2.090 1.653 6.276  0.31
H: 3.157 1.700 3.405  0.16
H: 2.937 3.178 4.322  0.51
H: 1.004 3.002 2.977  0.36
H: 0.451 2.533 4.589  0.74
H: -1.047 0.593 4.868  0.50
H: 0.554 -0.011 5.330  0.65
H: 0.173 -2.056 3.926  0.33
H: -1.439 -1.489 3.512  -0.15
H: -0.458 -2.175 6.341  0.36
H: -1.582 -3.126 5.379  0.43
H: -2.060 -1.537 5.978  0.37

Summary:
* molecular weight: 652.13 g/mol
* E_tot: -64452.9418 eV
* total charge: +3
* relative energy (zero: lowest compared OMol25 entry of this formula, charge and spin): 0.000 eV
* multiplicity: 1
* orbital gap: 4.91 eV

***

Which value of multiplicity does entry 5 give?
1

***

Among the records above, which one has the highest molecular weight?
C52H61KN6O6S

***

What is the formula in the second record?
C5H7N

***

Repeat the first record exactly.
C32H32GeNO3PdS2 | ωB97M-V/def2-TZVPD

Each line ends with the Mulliken spin population.
Atoms and positions in Å:
Pd: -0.713 0.007 0.685  0.50
C: 4.560 1.977 2.574  0.01
C: 4.970 0.875 1.819  0.00
C: 4.063 0.258 0.970  0.00
C: 2.737 0.723 0.874  0.05
C: 2.373 1.874 1.598  0.02
C: 3.273 2.483 2.446  -0.01
Ge: 1.447 -0.107 -0.372  0.20
C: 1.666 0.990 -2.038  0.00
C: 2.827 1.801 -2.290  0.00
C: 3.105 2.293 -3.566  0.00
C: 2.236 1.974 -4.622  0.00
C: 1.064 1.277 -4.391  0.00
C: 0.807 0.771 -3.104  0.00
C: 2.175 -1.913 -0.742  0.07
C: 2.769 -2.342 -1.949  0.00
C: 3.381 -3.566 -2.066  0.00
C: 3.375 -4.454 -0.978  0.01
C: 2.647 -4.140 0.162  0.00
C: 2.080 -2.878 0.273  0.03
H: 5.279 2.444 3.241  0.00
H: 5.999 0.512 1.908  0.00
H: 4.386 -0.583 0.378  0.00
H: 1.402 2.350 1.470  -0.01
H: 2.979 3.369 2.988  0.00
H: 3.472 2.062 -1.428  0.00
H: 3.998 2.927 -3.723  0.00
H: 2.472 2.321 -5.640  0.00
H: 0.341 1.107 -5.169  0.00
H: -0.063 0.140 -2.955  -0.01
H: 2.827 -1.678 -2.814  0.00
H: 3.915 -3.827 -2.990  0.00
H: 3.915 -5.406 -1.001  0.00
H: 2.512 -4.867 0.952  0.00
H: 1.629 -2.592 1.208  0.01
O: -1.376 -1.977 -2.101  0.00
S: -1.885 -1.566 -0.771  0.01
C: -2.267 -3.115 0.080  0.01
C: -3.785 -3.255 0.063  0.00
C: -4.501 -2.140 -0.726  0.01
C: -3.550 -0.911 -0.860  0.02
H: -1.905 -2.978 1.118  0.00
H: -1.678 -3.916 -0.399  0.00
H: -4.086 -3.126 1.119  0.00
H: -4.091 -4.266 -0.289  0.00
H: -5.405 -1.871 -0.174  0.00
H: -4.816 -2.488 -1.732  0.00
H: -3.669 -0.226 0.000  0.00
H: -3.665 -0.312 -1.767  0.00
O: 0.715 -1.524 3.108  0.00
C: -0.417 -1.162 3.471  0.01
C: -0.697 -0.508 4.846  0.00
C: -2.150 -0.070 4.715  0.00
C: -2.618 -0.817 3.434  0.00
O: -3.802 -0.967 3.124  0.00
N: -1.526 -1.229 2.654  0.00
H: 0.030 0.304 5.014  0.00
H: -0.517 -1.207 5.687  0.00
H: -2.289 1.018 4.552  0.00
H: -2.822 -0.391 5.507  0.00
S: -1.442 2.103 1.435  0.09
C: -2.121 2.949 0.114  -0.02
C: -3.390 3.579 0.257  0.00
C: -4.061 4.118 -0.834  0.00
C: -3.469 4.072 -2.096  0.00
C: -2.152 3.633 -2.220  0.00
C: -1.494 3.057 -1.143  0.00
H: -3.824 3.609 1.244  0.00
H: -5.029 4.597 -0.718  0.00
H: -4.052 4.342 -2.978  0.00
H: -1.638 3.740 -3.187  0.00
H: -0.461 2.723 -1.258  0.00

Summary:
* molecular weight: 721.78 g/mol
* E_tot: -123003.5115 eV
* total charge: -2
* relative energy (zero: lowest compared OMol25 entry of this formula, charge and spin): 0.000 eV
* multiplicity: 2
* orbital gap (alpha / beta): 4.83 / 5.69 eV